# 1
ORCA calculation (ωB97M-V with the def2-TZVPD basis set) on the molecule C16H19N3O3S at a distorted geometry.

Geometry (Å):
1 N -3.949 -1.350 0.924
2 C -2.831 -1.099 0.852
3 C -1.469 -0.776 0.713
4 C -1.036 0.539 0.832
5 S -2.194 1.846 1.230
6 C -2.302 2.556 -0.458
7 C -2.927 1.470 -1.287
8 O -2.314 0.572 -1.807
9 O -4.253 1.572 -1.324
10 N 0.206 0.908 0.648
11 C 1.127 -0.001 0.333
12 N 2.394 0.493 0.113
13 C 3.546 -0.027 0.829
14 C 4.808 0.305 0.029
15 O 4.939 1.692 -0.157
16 C 3.810 2.217 -0.817
17 C 2.519 1.933 -0.047
18 C 0.793 -1.361 0.125
19 C -0.522 -1.746 0.323
20 C -1.020 -3.137 0.061
21 C 0.097 -4.134 -0.222
22 C 1.119 -3.490 -1.148
23 C 1.800 -2.343 -0.408
24 H -2.944 3.430 -0.384
25 H -1.297 2.804 -0.790
26 H -4.653 0.797 -1.750
27 H 3.464 -1.099 0.978
28 H 3.617 0.460 1.814
29 H 5.700 -0.019 0.568
30 H 4.766 -0.204 -0.947
31 H 3.978 3.291 -0.901
32 H 3.733 1.779 -1.825
33 H 1.660 2.300 -0.607
34 H 2.546 2.437 0.928
35 H -1.628 -3.468 0.908
36 H -1.691 -3.083 -0.803
37 H -0.322 -5.035 -0.672
38 H 0.586 -4.423 0.712
39 H 1.868 -4.218 -1.463
40 H 0.617 -3.110 -2.040
41 H 2.490 -1.817 -1.071
42 H 2.380 -2.770 0.417

- SMILES string: N#Cc1c(SCC(=O)O)nc(N2CCOCC2)c2c1CCCC2
- Energy relative to the best compared isomer or geometry (same formula, charge and spin): 32.91 kcal/mol
- Strongest force on any atom: 1.291 eV Å⁻¹
- Energy: -1409.2943 Eh
- Lowest unoccupied orbital energy: 0.4 eV
- Total charge: 0
- Highest occupied orbital energy: -8.47 eV
- Frontier orbital gap: 8.857 eV

***

# 2
ORCA calculation (ωB97M-V with the def2-TZVPD basis set) on the molecule C16H19N3O4S at a distorted geometry.

Geometry (Å):
1 C 3.568 -3.850 3.536
2 C 3.218 -2.612 2.779
3 C 4.368 -1.835 2.235
4 C 1.938 -2.243 2.614
5 C 1.508 -1.043 1.892
6 O 2.254 -0.255 1.345
7 N 0.132 -0.893 1.901
8 C -0.641 0.101 1.327
9 C -0.088 1.217 0.692
10 C -0.917 2.154 0.107
11 C -2.287 1.990 0.162
12 S -3.338 3.042 -0.816
13 O -4.605 3.269 -0.194
14 O -2.597 4.160 -1.306
15 N -3.680 2.005 -2.147
16 C -2.694 1.096 -2.454
17 O -2.922 -0.213 -2.203
18 N -1.793 -0.917 -2.503
19 C -0.895 -0.061 -2.911
20 C 0.475 -0.479 -3.295
21 C -1.414 1.266 -2.910
22 C -0.726 2.510 -3.341
23 C -2.854 0.908 0.809
24 C -2.033 -0.030 1.399
25 H 2.684 -4.375 3.890
26 H 4.146 -4.520 2.901
27 H 4.191 -3.594 4.392
28 H 4.299 -1.775 1.150
29 H 4.335 -0.809 2.596
30 H 5.315 -2.290 2.513
31 H 1.156 -2.859 3.038
32 H -0.398 -1.630 2.347
33 H 0.982 1.324 0.649
34 H -0.519 3.018 -0.400
35 H -4.581 1.568 -2.009
36 H 1.194 -0.071 -2.587
37 H 0.718 -0.101 -4.286
38 H 0.541 -1.562 -3.289
39 H -1.275 3.380 -2.991
40 H 0.288 2.534 -2.944
41 H -0.663 2.547 -4.429
42 H -3.928 0.813 0.840
43 H -2.465 -0.884 1.900

- SMILES string: CC(C)=CC(=O)Nc1ccc(S(=O)(=O)Nc2onc(C)c2C)cc1
- Energy relative to the best compared isomer or geometry (same formula, charge and spin): 88.24 kcal/mol
- Strongest force on any atom: 1.716 eV Å⁻¹
- Energy: -1484.4780 Eh
- Lowest unoccupied orbital energy: 0.2 eV
- Total charge: 0
- Highest occupied orbital energy: -8.83 eV
- Frontier orbital gap: 9.020 eV

***

- Which value of frontier orbital gap does entry 1 give?
  8.857 eV